This record from the OMol25 dataset describes an isolated molecule of C20H20N6O at a distorted geometry. The level of theory is ωB97M-V/def2-TZVPD.

E_LUMO	0.050	eV
energy relative to the best compared isomer or geometry (same formula, charge and spin)	351.2	kJ/mol
spin multiplicity	1
DFT total energy	-32050.1044	eV
HOMO	-0.273	Ha
Kohn-Sham gap	7.468	eV
structure (SMILES)	C[C@H]1CN(c2cnc3cccc(-c4ccc5nc(N)oc5c4)c3n2)CCN1

Last column: Mulliken charge in e.
Element x y z (Å)
1 H -2.459 -2.235 3.946  0.288
2 C 2.234 1.164 -1.196  0.464
3 C -0.155 1.738 -1.562  0.390
4 N -2.491 1.877 -2.219  -0.605
5 H 5.193 1.016 0.578  0.377
6 H 0.403 4.880 -3.609  0.339
7 H 1.515 -0.600 -2.384  0.230
8 C -1.025 3.429 -3.071  -0.515
9 O 3.535 -2.331 -1.483  -0.508
10 H 5.942 -3.837 -0.090  0.277
11 C -3.527 -1.068 2.559  0.630
12 C -1.279 2.323 -2.283  0.420
13 H -4.022 -0.615 0.476  0.343
14 C 4.239 -0.672 -0.389  0.972
15 N -2.308 -1.614 3.125  -0.479
16 C -1.473 -2.344 2.136  -0.800
17 C 2.292 -0.192 -1.644  -0.696
18 H -1.927 -3.244 1.488  0.290
19 H -1.830 3.720 -3.640  0.585
20 H -3.653 0.781 1.425  0.342
21 C 3.266 -1.060 -1.263  0.408
22 N 5.050 -3.912 -0.647  -0.408
23 C -1.817 0.568 -0.350  0.199
24 H -4.020 0.776 3.546  0.346
25 C 3.328 1.606 -0.408  -0.421
26 H -0.440 -1.755 0.382  0.213
27 H -3.836 0.798 -1.234  0.341
28 H -5.322 -0.451 3.640  0.349
29 H -0.346 -0.519 1.782  0.300
30 C 4.327 0.669 0.010  -0.635
31 H 3.442 2.709 -0.149  0.343
32 H -3.824 -0.580 4.596  0.467
33 N 5.067 -1.703 -0.036  -0.778
34 C 4.539 -2.702 -0.700  0.421
35 C -2.760 0.987 -1.325  -0.455
36 C 1.385 3.288 -2.534  -0.672
37 C -4.268 -0.302 3.718  -1.458
38 C 0.286 3.940 -3.070  -0.685
39 C 1.177 2.108 -1.755  -0.012
40 H -4.164 -1.950 2.435  0.191
41 N -2.090 -0.398 0.632  0.084
42 C -3.427 -0.277 1.276  -0.950
43 H 4.908 -4.584 -1.320  0.244
44 H 2.379 3.795 -2.629  0.368
45 N -0.493 0.872 -0.619  -0.245
46 C -0.915 -1.208 1.217  -0.259
47 H -0.634 -2.890 2.643  0.361

Cartesian forces (eV/Å) of the 2 atoms listed first:
-0.40 0.93 -0.97
1.29 -0.02 -0.52

***

This record from the OMol25 dataset describes a structure of composition C21H27Cl2CrNSeSi2. The level of theory is ωB97M-V/def2-TZVPD.

E_LUMO (alpha / beta)	4.522 / 4.542	eV
energy relative to the best compared isomer or geometry (same formula, charge and spin)	90.2	kJ/mol
spin multiplicity	5
DFT total energy	-158273.1602	eV
HOMO (alpha / beta)	-0.057 / -0.080	Ha
Kohn-Sham gap (alpha / beta)	6.081 / 6.714	eV
total charge	-2

Last column: Mulliken spin population.
Element x y z (Å)
1 C -2.586 -1.130 -1.387  -0.018
2 H -2.361 5.559 1.774  0.000
3 H -3.610 1.123 0.238  0.000
4 C 1.946 -4.089 2.033  -0.020
5 H -0.262 1.034 -5.624  0.000
6 H 3.163 -0.996 1.867  0.000
7 C -0.043 0.069 -2.356  0.009
8 H -0.716 -3.727 -1.445  0.005
9 C -0.288 -2.884 -1.998  -0.009
10 H -1.099 3.618 2.626  -0.001
11 C 1.199 2.723 0.524  -0.010
12 C 3.368 0.865 -0.276  -0.007
13 N -3.623 4.475 0.563  -0.005
14 H 3.684 -0.069 -0.749  -0.001
15 H 1.049 -4.337 0.045  -0.003
16 H 0.396 -2.528 4.458  0.025
17 Si -0.718 -1.244 -1.163  -0.323
18 H -1.184 -0.618 -4.055  -0.003
19 H 2.975 -2.957 3.665  -0.001
20 H 3.867 0.924 0.696  0.004
21 C -0.450 0.101 -3.699  0.008
22 H -2.858 -1.464 -2.395  -0.007
23 C 1.578 -3.722 0.759  0.023
24 C 2.635 -1.932 1.750  -0.069
25 H -0.692 -2.899 -3.017  -0.001
26 H -4.750 3.156 -0.545  0.000
27 H 0.137 2.973 0.508  0.002
28 C 0.057 1.035 -4.587  0.000
29 C 0.889 1.016 -1.902  0.013
30 H 3.722 1.700 -0.891  0.000
31 Cl -1.560 -4.117 6.071  0.132
32 C 1.379 1.966 -2.811  0.004
33 Si 1.479 0.958 -0.089  -0.221
34 H -2.916 -0.100 -1.272  0.012
35 Se -1.370 0.669 2.263  -0.033
36 C -0.624 -2.312 4.191  0.772
37 H 1.383 2.715 -4.824  0.000
38 C -3.280 2.089 0.586  -0.001
39 H 1.713 -5.026 2.521  -0.002
40 C -2.618 4.558 1.437  0.002
41 H 1.737 3.435 -0.114  -0.001
42 C 1.948 -2.348 0.546  0.014
43 C -2.228 2.180 1.495  0.023
44 H -1.134 -1.435 4.555  0.033
45 C 2.590 -2.975 2.654  0.006
46 C -1.907 3.472 1.920  -0.003
47 C -3.927 3.238 0.160  0.002
48 H 1.547 2.847 1.554  0.004
49 C 0.980 1.977 -4.138  0.001
50 H 0.793 -3.038 -2.051  -0.001
51 H 2.087 2.718 -2.471  -0.003
52 Cl -0.920 -2.585 2.462  0.030
53 H -3.124 -1.746 -0.661  0.008
54 Cr 0.312 -0.931 1.038  3.601
55 H 2.230 -1.981 -0.437  0.008

Cartesian forces (eV/Å) of the 2 atoms listed first:
-0.26 -0.10 0.06
0.00 0.01 0.00

***

This record from the OMol25 dataset describes a structure of composition C6H16F6MgNO8S2 at a distorted geometry. The level of theory is ωB97M-V/def2-TZVPD.

E_LUMO	-3.149	eV
energy relative to the best compared isomer or geometry (same formula, charge and spin)	0.0	kJ/mol
spin multiplicity	1
DFT total energy	-67766.0817	eV
HOMO	-0.495	Ha
Kohn-Sham gap	10.308	eV
total charge	+1

Last column: Mulliken charge in e.
Element x y z (Å)
1 H -1.074 3.349 1.229  0.354
2 O 1.415 1.612 -0.114  -0.195
3 F -4.794 -1.658 -0.304  -0.201
4 H 3.329 2.308 0.260  0.352
5 O -1.275 1.688 -0.177  -0.267
6 H 1.373 -2.024 -1.096  0.185
7 C 1.148 0.897 -3.336  -0.766
8 H 2.254 2.621 1.545  0.345
9 Mg 0.065 0.108 -0.599  0.899
10 H -0.668 0.229 -3.146  0.276
11 H -0.560 1.652 1.719  0.118
12 O 1.619 -1.129 -0.814  -0.045
13 H 1.145 2.465 -0.475  0.214
14 H 1.093 0.357 -4.279  0.394
15 C -1.241 2.279 1.144  -0.678
16 F -0.898 -0.073 3.477  -0.220
17 H 3.508 -0.267 -0.565  0.284
18 O 0.014 -3.164 1.487  -0.660
19 H -2.001 2.128 -0.637  0.258
20 C 3.037 -1.246 -0.608  -0.906
21 H 2.094 0.703 -2.838  0.176
22 C -3.789 -0.840 -0.183  0.741
23 H 1.107 1.968 -3.542  0.310
24 C 2.491 1.857 0.798  -0.939
25 S -2.154 -1.840 -0.514  0.885
26 H 3.245 -1.811 0.299  0.346
27 O -2.397 -3.227 -0.288  -0.530
28 H 2.817 0.977 1.342  0.326
29 O 0.025 0.478 -2.525  -0.115
30 F 1.090 -0.606 2.668  -0.240
31 H -2.175 2.043 1.664  0.308
32 N -0.924 -1.078 0.494  -0.068
33 C -0.104 -1.066 3.076  0.587
34 H 3.538 -1.724 -1.452  0.328
35 O -2.202 -2.361 2.298  -0.575
36 S -0.913 -2.094 1.728  1.019
37 F -3.769 -0.361 1.033  -0.207
38 F -3.864 0.128 -1.072  -0.218
39 O -1.697 -1.413 -1.818  -0.670
40 F 0.092 -1.863 4.119  -0.207

Cartesian forces (eV/Å) of the 2 atoms listed first:
0.40 -0.02 -0.54
-0.01 -0.12 0.12